1.
Here is a single C3H2ClNO molecule in a non-equilibrium geometry from OMol25. Energies are from ωB97M-V with the def2-TZVPD basis set.

The geometry in ORCA input format:
```
! wB97M-V def2-TZVPD RIJCOSX def2/J DEFGRID3
* xyz 0 1
O 2.03004 0.48375 -0.40260
C 1.30946 -0.36581 0.03360
Cl 2.04277 -1.96213 0.77329
C -0.06622 -0.23968 0.22367
N -1.07734 -0.19680 0.90994
C -1.21793 0.54237 -0.28728
H -1.15713 1.57459 -0.15935
H -1.86367 0.16371 -1.09126
*
```

Calculated values
LUMO level, Ha: -0.0426
Structure (SMILES): O=C(Cl)C1=NC1
E, eV: -19200.416
E_HOMO, eV: -10.67
Orbital gap, eV: 9.51

2.
Here is C3H2ClNO2 as an isolated structure in a non-equilibrium geometry from OMol25. Energies are from ωB97M-V with the def2-TZVPD basis set.

The geometry in ORCA input format:
```
! wB97M-V def2-TZVPD RIJCOSX def2/J DEFGRID3
* xyz 0 1
C -0.23225 -0.75322 0.60286
C 0.88522 -1.50019 0.10322
C -0.04317 0.33374 -0.17107
H -0.48761 -1.99724 2.29427
H 1.49149 -2.43112 0.60855
N 1.51276 -1.07377 -0.90396
O -1.05753 -1.31258 1.41562
O 0.90423 0.25115 -1.04885
Cl -0.82504 1.87966 -0.15996
*
```

Calculated values
LUMO level, Ha: -0.0152
E, eV: -21246.450
E_HOMO, eV: -9.11
Orbital gap, eV: 8.70

3.
Here is C3H2CoO2 as an isolated structure in a non-equilibrium geometry from OMol25. Energies are from ωB97M-V with the def2-TZVPD basis set.

The geometry in ORCA input format:
```
! wB97M-V def2-TZVPD RIJCOSX def2/J DEFGRID3
* xyz 2 6
H -4.12536 -0.12850 -1.02508
O 2.87605 1.05502 0.38492
H 3.73374 1.02177 -0.07024
C -3.14641 -0.12925 -0.57205
C -2.10226 -0.43478 -0.00461
O 1.09609 -0.22447 0.65834
C 2.12721 0.06129 0.09484
Co -0.45905 -1.22109 0.53387
*
```

Calculated values
LUMO level (alpha / beta), Ha: -0.3730 / -0.5127
Expectation value of S²: 8.761
E, eV: -44838.475
E_HOMO (alpha / beta), eV: -19.20 / -21.79
Orbital gap (alpha / beta), eV: 9.06 / 7.84

4.
Here is C3H2CrFO2 as an isolated structure in a non-equilibrium geometry from OMol25. Energies are from ωB97M-V with the def2-TZVPD basis set.

The geometry in ORCA input format:
```
! wB97M-V def2-TZVPD RIJCOSX def2/J DEFGRID3
* xyz -1 5
C -0.51135 0.00133 -1.49297
C 0.54022 -0.51693 1.33503
O -0.70968 -1.13265 -1.08661
O 0.12522 0.87204 -0.54677
C 0.04989 0.60615 0.79646
H 0.20790 -0.94427 2.28007
F 1.64073 -1.11709 0.82578
H -0.70055 1.16562 1.35914
Cr -0.64239 1.06580 -3.47011
*
```

Calculated values
LUMO level (alpha / beta), Ha: 0.1362 / 0.1352
Expectation value of S²: 6.162
E, eV: -38372.009
E_HOMO (alpha / beta), eV: -1.71 / -0.86
Orbital gap (alpha / beta), eV: 5.42 / 4.53

Q: The lowest E belongs to which entry?
A: C3H2CoO2

Q: What is the E in the third record?
A: -44838.475 eV

Q: Among the records above, which one has the highest E?
A: C3H2ClNO